No. 1
The following is a DFT calculation (ωB97M-V/def2-TZVPD) of an isolated molecule of C23H33N3O2.

Structure (ORCA input):
```
! wB97M-V def2-TZVPD RIJCOSX def2/J DEFGRID3
* xyz 0 1
C 3.923 -0.104 -5.482
C 3.427 0.003 -4.047
H 3.860 0.886 -3.572
H 2.341 0.121 -4.041
C 3.805 -1.235 -3.226
C 3.319 -1.117 -1.823
N 4.124 -0.776 -0.827
N 3.380 -0.711 0.265
C 2.088 -1.040 0.018
C 2.014 -1.295 -1.344
H 1.146 -1.546 -1.920
C 1.044 -0.929 1.058
O 1.010 0.042 1.804
N 0.140 -1.930 1.148
C 0.107 -3.147 0.376
H 0.059 -3.990 1.079
C -1.133 -3.167 -0.518
H -1.041 -2.399 -1.286
H -1.202 -4.134 -1.020
C -2.396 -2.926 0.310
H -2.560 -3.793 0.958
H -3.250 -2.844 -0.367
C -2.296 -1.664 1.193
C -2.289 -0.404 0.310
C -2.182 0.924 1.056
H -1.317 0.917 1.718
H -3.078 1.096 1.654
C -2.009 2.087 0.072
C -1.800 3.375 0.815
C -2.810 4.322 0.915
C -2.611 5.493 1.625
C -1.398 5.729 2.249
C -0.386 4.787 2.159
C -0.586 3.619 1.448
H 0.203 2.883 1.384
H 0.562 4.965 2.646
H -1.242 6.643 2.803
H -3.405 6.223 1.693
H -3.759 4.142 0.430
H -1.137 1.889 -0.558
H -2.888 2.160 -0.573
H -1.446 -0.467 -0.381
H -3.207 -0.399 -0.283
C -1.003 -1.784 2.019
H -1.067 -2.664 2.670
H -0.846 -0.903 2.641
C -3.486 -1.631 2.176
O -4.730 -1.420 1.562
H -4.909 -2.151 0.960
H -3.498 -2.566 2.757
H -3.362 -0.802 2.875
H 1.018 -3.242 -0.214
C 3.973 -0.380 1.529
H 4.904 0.147 1.331
H 3.291 0.253 2.095
H 4.188 -1.284 2.105
H 3.370 -2.124 -3.691
H 4.890 -1.343 -3.210
H 3.490 -0.973 -5.973
H 3.647 0.783 -6.048
H 5.006 -0.203 -5.505
*
```

Output
- LUMO level: 0.5989 eV
- Structure (SMILES): CCCc1cc(C(=O)N2CCC[C@](CO)(CCCc3ccccc3)C2)n(C)n1
- Energy above the lowest of the compared OMol25 structures with the same formula, charge and spin: 46.1 kcal per mole
- Strongest force on any atom: 0.73 eV/Å

Results of the Mulliken charge analysis, in e, for atoms 1 through 5: C -1.28; C -0.24; H 0.31; H 0.29; C -0.90

No. 2
The following is a DFT calculation (ωB97M-V/def2-TZVPD) of a cluster of 5 separate species, C28H29F33NO6 in total in a non-equilibrium geometry.

Structure (ORCA input):
```
! wB97M-V def2-TZVPD RIJCOSX def2/J DEFGRID3
* xyz -1 1
C -0.133 -4.834 1.707
C 0.187 -3.571 0.731
C 0.619 -4.108 -0.729
C 2.206 -4.166 -0.955
C 2.995 -5.045 0.163
C 2.618 -4.618 -2.441
C 1.822 -5.910 -2.918
O 1.249 -5.868 -4.055
N 1.717 -7.195 -2.183
C 0.399 -7.805 -2.288
O -0.642 -7.416 -1.716
F 0.259 -8.994 -3.073
H 0.014 -5.768 1.047
H 0.640 -4.921 2.550
H -1.212 -4.866 2.066
H -0.817 -3.007 0.630
H 0.940 -2.843 1.183
H 0.085 -5.096 -0.995
H 0.209 -3.327 -1.476
H 2.603 -3.087 -0.830
H 3.717 -4.446 0.808
H 3.634 -5.800 -0.429
H 2.284 -5.700 0.798
H 3.729 -4.954 -2.427
H 2.026 -7.129 -1.205
C -0.300 1.591 4.169
C -1.022 2.612 3.263
C -2.114 2.058 2.341
F -1.675 1.106 1.505
F -2.614 3.050 1.557
F -0.093 3.309 2.564
F -1.618 3.522 4.093
O 0.949 1.042 3.712
C 0.899 -0.037 2.798
C 1.403 0.332 1.392
F 0.780 1.422 0.889
F 1.177 -0.678 0.525
F -0.343 -0.556 2.800
F 1.700 -0.997 3.309
H -0.022 2.141 5.073
H -0.975 0.806 4.520
H -2.946 1.650 2.923
H 2.475 0.542 1.407
C -1.934 -7.462 -7.229
C -2.862 -8.698 -7.276
C -4.370 -8.428 -7.245
F -4.771 -7.741 -6.165
F -5.059 -9.602 -7.224
F -2.496 -9.553 -6.294
F -2.593 -9.347 -8.453
O -1.411 -7.057 -5.955
C -2.240 -6.274 -5.121
C -2.706 -7.020 -3.861
F -3.288 -8.206 -4.153
F -3.630 -6.289 -3.184
F -3.260 -5.773 -5.855
F -1.501 -5.210 -4.750
H -1.041 -7.741 -7.795
H -2.354 -6.614 -7.777
H -4.686 -7.880 -8.138
H -1.863 -7.219 -3.192
C -0.068 6.912 4.662
C 0.201 6.533 6.135
C -0.969 6.697 7.112
F -1.455 7.948 7.162
F -0.572 6.394 8.377
F 1.295 7.205 6.564
F 0.551 5.211 6.143
O 0.300 8.237 4.234
C -0.595 9.292 4.514
C -0.053 10.281 5.558
F 0.342 9.665 6.691
F -1.009 11.175 5.913
F -1.797 8.779 4.839
F -0.778 9.948 3.345
H 0.575 6.260 4.064
H -1.084 6.658 4.349
H -1.789 6.019 6.856
H 0.804 10.829 5.162
C 0.724 5.578 -2.467
C 1.114 6.960 -1.896
C 2.602 7.326 -1.935
F 3.387 6.452 -1.287
F 2.806 8.532 -1.342
F 0.616 7.067 -0.641
F 0.449 7.895 -2.640
O 0.589 4.480 -1.549
C 1.766 3.809 -1.146
C 2.115 4.041 0.334
F 2.168 5.355 0.646
F 3.334 3.521 0.628
F 2.769 4.133 -1.988
F 1.534 2.495 -1.343
H -0.285 5.699 -2.871
H 1.335 5.304 -3.331
H 2.956 7.406 -2.968
H 1.377 3.576 0.984
*
```

Output
- LUMO level: 1.5760 eV
- Strongest force on any atom: 4.81 eV/Å

Results of the Mulliken charge analysis, in e, for atoms 1 through 5: C -1.05; C 0.34; C -0.53; C 0.93; C -1.40

No. 3
The following is a DFT calculation (ωB97M-V/def2-TZVPD) of a cluster of 2 separate species, C3H6N3S3 in total in a non-equilibrium geometry.

Structure (ORCA input):
```
! wB97M-V def2-TZVPD RIJCOSX def2/J DEFGRID3
* xyz -1 1
C -0.835 -0.290 0.835
C -0.254 1.189 0.793
C 0.187 -1.118 0.060
N 0.766 -0.599 -0.962
N -0.236 1.528 -0.635
N 0.385 0.593 -1.371
S -0.541 2.995 -1.259
S 0.484 0.663 -3.040
S 0.346 -2.873 0.234
H -1.059 -0.689 1.827
H -1.871 -0.485 0.268
H -0.810 1.927 1.379
H 0.772 0.999 1.155
H 1.607 -0.748 1.676
H 1.059 -3.092 -0.960
*
```

Output
- LUMO level (alpha / beta): 2.6198 / 2.4523 eV
- Energy above the lowest of the compared OMol25 structures with the same formula, charge and spin: 55.7 kcal per mole
- Strongest force on any atom: 2.64 eV/Å

Results of the Mulliken charge analysis, in e, for atoms 1 through 5: C -0.34; C -0.80; C -0.42; N -0.53; N 0.25

No. 4
The following is a DFT calculation (ωB97M-V/def2-TZVPD) of a cluster of 8 separate species, C48H101Cl6N5O5 in total in a non-equilibrium geometry.

Structure (ORCA input):
```
! wB97M-V def2-TZVPD RIJCOSX def2/J DEFGRID3
* xyz 0 1
C 9.542 -21.196 -12.437
Cl 10.586 -20.197 -13.462
Cl 8.978 -20.263 -11.075
H 8.689 -21.458 -13.025
H 10.123 -22.014 -12.049
C 13.327 -17.870 -13.475
Cl 14.984 -18.449 -13.127
Cl 12.881 -18.370 -15.091
H 12.698 -18.387 -12.784
H 13.277 -16.788 -13.397
C 9.172 -25.374 -14.574
Cl 9.633 -26.676 -13.548
Cl 10.320 -23.997 -14.466
H 9.181 -25.613 -15.616
H 8.156 -25.043 -14.430
C 15.261 -24.666 -9.280
C 14.241 -25.112 -10.369
C 12.823 -24.727 -9.976
C 12.513 -23.288 -10.041
C 12.742 -22.772 -11.476
C 14.122 -23.055 -11.963
N 14.456 -24.533 -11.728
O 15.840 -24.675 -12.095
C 13.982 -22.849 -13.473
C 15.189 -22.083 -11.337
C 14.139 -26.615 -10.522
H 15.166 -23.633 -8.909
H 16.308 -24.826 -9.534
H 15.065 -25.264 -8.377
H 12.164 -25.267 -10.655
H 12.548 -25.111 -8.997
H 13.228 -22.710 -9.456
H 11.475 -23.069 -9.768
H 12.534 -21.704 -11.543
H 12.010 -23.294 -12.125
H 13.179 -23.509 -13.806
H 13.693 -21.829 -13.762
H 14.870 -23.029 -14.067
H 14.839 -21.632 -10.370
H 16.091 -22.640 -11.098
H 15.383 -21.264 -12.021
H 14.044 -27.103 -9.527
H 14.964 -27.104 -10.998
H 13.248 -26.783 -11.106
H 15.813 -25.304 -12.816
C 12.867 -19.466 -9.081
C 13.826 -18.881 -7.998
C 14.700 -17.821 -8.749
C 15.446 -16.988 -7.760
C 14.398 -16.249 -6.926
C 13.498 -17.164 -6.152
N 12.922 -18.195 -7.079
O 12.033 -19.044 -6.445
C 14.155 -17.643 -4.801
C 12.354 -16.253 -5.732
C 14.678 -19.958 -7.396
H 13.428 -19.920 -9.875
H 12.314 -18.618 -9.504
H 12.203 -20.207 -8.642
H 15.402 -18.312 -9.409
H 14.099 -17.129 -9.342
H 16.052 -16.192 -8.134
H 15.962 -17.616 -7.071
H 13.903 -15.576 -7.643
H 14.966 -15.596 -6.254
H 15.080 -18.211 -4.934
H 14.356 -16.784 -4.198
H 13.513 -18.323 -4.277
H 12.868 -15.435 -5.227
H 11.875 -15.698 -6.531
H 11.635 -16.678 -5.043
H 15.366 -19.523 -6.664
H 15.283 -20.379 -8.169
H 14.092 -20.759 -6.919
H 12.584 -19.663 -5.928
C 4.040 -20.135 -13.349
C 4.680 -18.727 -13.330
C 6.026 -18.879 -12.698
C 7.037 -17.697 -12.922
C 7.122 -17.494 -14.461
C 5.765 -17.162 -15.076
N 4.868 -18.323 -14.771
O 3.713 -18.332 -15.577
C 5.207 -15.744 -14.814
C 6.053 -17.112 -16.579
C 3.798 -17.766 -12.514
H 3.055 -20.064 -13.822
H 3.939 -20.408 -12.299
H 4.689 -20.860 -13.808
H 5.919 -19.050 -11.621
H 6.480 -19.751 -13.152
H 7.944 -17.954 -12.405
H 6.607 -16.812 -12.451
H 7.375 -18.447 -14.942
H 7.855 -16.763 -14.805
H 4.751 -15.548 -13.816
H 5.991 -14.989 -14.907
H 4.448 -15.556 -15.574
H 6.861 -16.364 -16.777
H 6.463 -18.062 -16.941
H 5.167 -16.888 -17.182
H 4.436 -16.971 -12.136
H 3.371 -18.274 -11.656
H 3.022 -17.356 -13.145
H 3.153 -17.612 -15.195
C 6.331 -23.377 -16.602
C 6.887 -21.942 -16.755
C 8.199 -21.855 -17.576
C 7.911 -22.079 -19.074
C 6.994 -20.963 -19.560
C 5.656 -20.998 -18.791
N 6.004 -20.909 -17.294
O 4.784 -20.918 -16.579
C 5.003 -19.652 -19.190
C 4.671 -22.131 -19.164
C 7.336 -21.458 -15.347
H 5.457 -23.439 -15.989
H 7.081 -24.080 -16.265
H 6.028 -23.737 -17.583
H 8.733 -20.911 -17.439
H 8.795 -22.620 -17.096
H 7.585 -23.125 -19.208
H 8.861 -22.077 -19.652
H 6.907 -21.187 -20.632
H 7.540 -20.030 -19.383
H 4.840 -19.692 -20.281
H 4.081 -19.432 -18.680
H 5.661 -18.762 -19.161
H 4.407 -22.571 -18.202
H 3.663 -21.923 -19.507
H 5.175 -22.925 -19.701
H 7.676 -22.338 -14.805
H 6.554 -21.045 -14.698
H 8.184 -20.807 -15.419
H 4.867 -20.041 -16.183
C 6.125 -24.688 -12.040
C 6.174 -23.928 -10.700
C 5.880 -22.447 -11.031
C 5.615 -21.541 -9.789
C 4.465 -22.244 -9.050
C 4.740 -23.669 -8.557
N 5.112 -24.476 -9.812
O 5.460 -25.830 -9.436
C 5.855 -23.754 -7.458
C 3.478 -24.239 -7.953
C 7.603 -24.092 -10.141
H 5.958 -25.739 -11.786
H 7.006 -24.477 -12.636
H 5.297 -24.343 -12.634
H 6.710 -22.116 -11.642
H 4.976 -22.465 -11.685
H 5.457 -20.506 -9.981
H 6.515 -21.603 -9.173
H 3.575 -22.254 -9.676
H 4.135 -21.629 -8.183
H 5.343 -23.443 -6.535
H 6.076 -24.820 -7.389
H 6.718 -23.132 -7.604
H 3.243 -23.735 -7.024
H 2.617 -24.271 -8.626
H 3.595 -25.292 -7.718
H 8.300 -24.188 -10.990
H 7.641 -24.943 -9.473
H 7.959 -23.246 -9.516
H 4.725 -26.321 -9.851
*
```

Output
- LUMO level: 0.5333 eV
- Structure (SMILES): CC1(C)CCCC(C)(C)N1O.CC1(C)CCCC(C)(C)N1O.CC1(C)CCCC(C)(C)N1O.CC1(C)CCCC(C)(C)N1O.CC1(C)CCCC(C)(C)N1O.ClCCl.ClCCl.ClCCl
- Strongest force on any atom: 2.92 eV/Å

Results of the Mulliken charge analysis, in e, for atoms 1 through 5: C 2.54; Cl -0.06; Cl -0.25; H -1.63; H -0.46

No. 5
The following is a DFT calculation (ωB97M-V/def2-TZVPD) of an isolated molecule of C5H13NO in a non-equilibrium geometry.

Structure (ORCA input):
```
! wB97M-V def2-TZVPD RIJCOSX def2/J DEFGRID3
* xyz 0 1
C 1.068 -0.256 0.788
C -0.122 0.192 1.576
C -0.448 1.678 1.222
O 0.041 0.106 3.014
C 0.750 -0.307 -0.756
N -0.457 -0.869 -1.216
C -0.562 -0.857 -2.648
H 1.522 -1.184 1.142
H 1.826 0.522 0.916
H -0.974 -0.519 1.345
H -0.343 1.918 0.161
H -1.539 1.806 1.438
H -0.045 2.361 1.949
H -0.493 -0.626 3.317
H 0.716 0.738 -1.015
H 1.681 -0.575 -1.268
H -0.781 -1.719 -0.774
H -1.449 -1.414 -2.975
H 0.333 -1.160 -3.244
H -0.724 0.164 -2.972
*
```

Output
- LUMO level: 0.9538 eV
- Structure (SMILES): CNCC[C@H](C)O
- Energy above the lowest of the compared OMol25 structures with the same formula, charge and spin: 37.8 kcal per mole
- Strongest force on any atom: 2.94 eV/Å

Results of the Mulliken charge analysis, in e, for atoms 1 through 5: C -0.86; C 0.53; C -1.32; O -0.57; C -0.68

No. 6
The following is a DFT calculation (ωB97M-V/def2-TZVPD) of a structure of composition C36H32EuIN6O3 in a non-equilibrium geometry.

Structure (ORCA input):
```
! wB97M-V def2-TZVPD RIJCOSX def2/J DEFGRID3
* xyz 1 8
Eu -0.590 -0.612 -0.388
C -3.009 2.199 1.643
C -1.644 2.055 2.268
N -1.083 3.128 2.745
C 0.240 3.064 3.261
C 2.000 1.944 2.606
C 3.463 1.836 2.944
O 4.215 2.105 1.767
C 1.377 0.864 1.722
C 2.008 0.285 0.489
N 1.730 -0.950 -0.136
C 2.547 -1.300 -1.187
C 3.851 -0.799 -1.418
C 4.611 -1.158 -2.513
C 4.134 -2.055 -3.460
C 2.881 -2.607 -3.264
C 2.140 -2.237 -2.156
I 0.254 -3.218 -1.920
C -1.051 0.758 2.221
O -1.577 -0.185 1.472
H -3.484 3.104 2.013
H -3.633 1.332 1.863
H -2.917 2.280 0.555
H 0.308 3.782 4.078
H 3.675 0.829 3.325
H 3.699 2.559 3.732
H 5.146 2.172 1.998
H 2.962 0.759 0.285
H 4.290 -0.123 -0.696
H 5.603 -0.739 -2.618
H 4.727 -2.333 -4.320
H 2.480 -3.325 -3.965
C -3.462 -1.791 -1.864
C -2.686 -1.223 -3.015
C -2.962 -1.585 -4.324
C -2.194 -1.045 -5.340
C -1.224 -0.112 -5.024
C -1.020 0.234 -3.695
N -1.709 -0.361 -2.701
C -0.117 1.331 -3.289
C 0.448 2.219 -4.196
C 1.152 3.311 -3.719
C 1.288 3.488 -2.355
C 0.742 2.533 -1.507
N 0.055 1.475 -1.968
C 0.946 2.536 -0.051
C 1.157 3.556 0.782
C 1.436 3.329 2.232
C 0.866 1.696 3.635
C 0.317 0.512 2.806
C 0.468 -0.866 3.437
N 0.850 1.222 0.432
H -4.451 -2.118 -2.180
H -3.572 -1.032 -1.088
H -2.939 -2.655 -1.449
H -3.765 -2.275 -4.540
H -2.367 -1.331 -6.369
H -0.641 0.351 -5.805
H 0.331 2.080 -5.260
H 1.595 4.017 -4.408
H 1.833 4.323 -1.939
H 1.123 4.578 0.426
H 2.064 4.140 2.601
H 1.049 1.509 4.692
H -0.309 -1.027 4.186
H 1.441 -0.954 3.924
H 0.396 -1.642 2.673
O -1.558 -2.629 0.548
N -2.260 -3.045 1.569
C -1.868 -4.159 2.216
C -2.586 -4.643 3.285
C -3.722 -3.971 3.713
C -4.095 -2.813 3.047
C -3.346 -2.366 1.980
H -0.974 -4.624 1.830
H -2.251 -5.543 3.781
H -4.303 -4.338 4.547
H -4.961 -2.248 3.357
H -3.565 -1.460 1.440
*
```

Output
- LUMO level (alpha / beta): -3.0648 / -2.9986 eV
- Energy above the lowest of the compared OMol25 structures with the same formula, charge and spin: 77.2 kcal per mole
- Strongest force on any atom: 1.17 eV/Å

Results of the Mulliken charge analysis, in e, for atoms 1 through 5: Eu 0.62; C -1.19; C 0.74; N -0.83; C -0.14

No. 7
The following is a DFT calculation (ωB97M-V/def2-TZVPD) of an isolated molecule of C6H10.

Structure (ORCA input):
```
! wB97M-V def2-TZVPD RIJCOSX def2/J DEFGRID3
* xyz 0 1
C 0.009 -0.220 -1.475
C 0.573 -0.570 -0.098
C 1.772 0.323 0.228
C -0.502 -0.530 1.018
C -1.550 0.484 0.860
C -2.544 1.135 0.658
H 0.783 -0.331 -2.242
H -0.341 0.819 -1.494
H -0.838 -0.859 -1.748
H 0.932 -1.608 -0.128
H 2.221 0.057 1.192
H 2.547 0.218 -0.540
H 1.480 1.379 0.267
H -1.059 -1.474 1.037
H -0.014 -0.449 1.998
H -3.470 1.625 0.465
*
```

Output
- LUMO level: 1.0626 eV
- Structure (SMILES): C#CCC(C)C
- Energy above the lowest of the compared OMol25 structures with the same formula, charge and spin: 34.6 kcal per mole
- Strongest force on any atom: 0.54 eV/Å

Results of the Mulliken charge analysis, in e, for atoms 1 through 5: C -1.49; C 0.70; C -1.43; C -0.71; C -0.57